(1)
{
  "formula": "C26H29IN3PRe",
  "method": "ωB97M-V/def2-TZVPD",
  "mol_weight_g_mol": 727.62,
  "charge": 4,
  "e_above_lowest_kcal_mol": 0.00,
  "homo_energy_ev": [-19.37, -19.36],
  "multiplicity": 4,
  "elements": ["Re", "N", "C", "C", "N", "C", "C", "N", "H", "H", "H", "H", "H", "H", "H", "H", "H", "H", "H", "H", "H", "I", "C", "C", "C", "C", "C", "C", "C", "C", "C", "P", "C", "C", "C", "C", "C", "C", "C", "C", "C", "C", "C", "C", "C", "H", "H", "H", "H", "H", "H", "H", "H", "H", "H", "H", "H", "H", "H", "H", "H"],
  "coordinates": [[-1.199042, -1.048855, -0.088866], [-0.718653, -2.029186, -1.995781], [-0.275634, -3.455610, -1.816742], [0.244749, -3.630130, -0.406969], [-0.701356, -3.004798, 0.583385], [-1.940240, -3.830051, 0.865993], [-3.074924, -3.484445, -0.080686], [-3.197116, -1.990795, -0.153411], [-1.493853, -1.998195, -2.659626], [0.017345, -1.500623, -2.464609], [0.503173, -3.705197, -2.536690], [-1.114410, -4.114148, -2.024466], [1.206456, -3.129865, -0.280126], [0.378374, -4.686064, -0.167292], [-0.187939, -2.981363, 1.463657], [-2.234889, -3.614459, 1.894917], [-1.688286, -4.889636, 0.813080], [-4.003481, -3.925782, 0.281759], [-2.913150, -3.863517, -1.086130], [-3.755220, -1.671898, 0.640463], [-3.768005, -1.733143, -0.960053], [-1.615668, -0.137845, 2.427895], [-1.409335, 1.971458, 2.374734], [-2.364634, 2.594695, 3.134735], [-2.276179, 3.977016, 3.358094], [-1.211071, 4.663610, 2.847760], [-0.224045, 4.020805, 2.064514], [0.858006, 4.790514, 1.573076], [1.833833, 4.237614, 0.789783], [1.729510, 2.891775, 0.443045], [0.696526, 2.079744, 0.911300], [0.747008, 0.489432, 0.064395], [2.372010, -0.139363, 0.372095], [2.926908, 0.103544, 1.669982], [4.215134, -0.278723, 1.949026], [4.962284, -0.941582, 0.968015], [4.406547, -1.234361, -0.303308], [3.120412, -0.858466, -0.592109], [0.184468, 0.788724, -1.604436], [-1.227350, 0.899506, -1.505027], [-2.006369, 1.101554, -2.641486], [-1.365929, 1.199053, -3.873229], [0.021242, 1.092848, -3.967227], [0.813371, 0.878371, -2.834754], [-0.305390, 2.620591, 1.772257], [-3.181725, 2.041500, 3.580662], [-3.035714, 4.472565, 3.947119], [-1.107786, 5.724857, 3.036755], [0.895024, 5.842840, 1.827950], [2.657004, 4.832468, 0.418813], [2.470996, 2.483100, -0.236799], [2.339522, 0.618292, 2.420133], [4.651106, -0.073128, 2.917741], [5.979095, -1.251476, 1.180731], [5.011692, -1.743433, -1.042592], [2.710613, -1.065821, -1.573070], [-1.712913, 0.976791, -0.496459], [-3.079602, 1.226466, -2.569334], [-1.950316, 1.381089, -4.766435], [0.498528, 1.194778, -4.934421], [1.889289, 0.816357, -2.931730]],
  "forces_ev_per_a": [[0.988, -0.039, -0.555], [-0.070, -0.260, 0.134], [0.052, -0.163, 0.016], [0.079, -0.022, -0.129], [-0.090, -0.182, 0.091], [-0.125, 0.047, 0.035], [0.106, -0.089, 0.019], [-0.381, 0.233, 0.041], [-0.035, 0.000, 0.001], [0.038, 0.029, 0.005], [-0.006, 0.016, -0.014], [-0.005, 0.008, -0.017], [0.031, 0.007, 0.004], [0.022, 0.005, 0.022], [0.066, 0.067, 0.065], [0.016, -0.008, 0.008], [-0.008, -0.005, 0.006], [-0.014, 0.008, -0.012], [-0.017, 0.016, -0.004], [-0.045, 0.005, 0.028], [-0.037, -0.069, -0.050], [-0.032, -0.109, 0.134], [0.042, 0.263, 0.003], [-0.056, -0.198, 0.007], [0.093, 0.131, -0.035], [-0.175, -0.051, 0.113], [0.084, -0.062, -0.053], [0.021, -0.038, -0.035], [-0.078, 0.108, 0.078], [-0.203, -0.324, -0.049], [-0.142, 0.107, -0.073], [0.639, 0.544, 0.904], [0.256, -0.476, 0.245], [-0.670, 0.041, -0.705], [0.328, -0.332, -0.267], [-0.328, -0.126, -0.514], [0.620, 0.032, 0.744], [-0.438, 0.297, 0.188], [-0.086, 0.372, 0.265], [-0.263, -0.556, -0.063], [-0.049, 0.086, -0.298], [-0.257, 0.032, 0.065], [0.175, -0.001, 0.099], [-0.102, -0.120, -0.198], [0.005, 0.080, -0.126], [-0.016, 0.009, 0.015], [-0.001, -0.016, 0.008], [0.009, -0.003, 0.009], [-0.004, -0.004, 0.009], [0.004, -0.008, 0.004], [0.032, 0.001, 0.064], [0.048, 0.051, -0.013], [-0.010, -0.001, -0.006], [-0.029, 0.050, -0.012], [-0.015, 0.011, 0.019], [-0.021, 0.001, -0.071], [0.046, 0.570, -0.150], [-0.019, 0.005, -0.014], [0.001, 0.000, -0.013], [0.001, 0.029, -0.016], [0.030, 0.001, 0.045]],
  "mulliken_charge": [0.92, -0.54, -0.75, -0.55, -0.44, -0.59, -0.59, -0.61, 0.39, 0.27, 0.52, 0.28, 0.31, 0.50, 0.44, 0.41, 0.42, 0.48, 0.25, 0.37, 0.31, 0.15, 0.65, -0.73, -0.95, -0.92, 0.73, -0.68, -1.31, -0.68, 0.97, 1.42, 0.75, -0.58, -0.79, -0.56, -0.90, -0.53, 0.24, -0.04, -0.76, -0.70, -0.62, -0.35, 0.74, 0.47, 0.45, 0.48, 0.49, 0.50, 0.46, 0.47, 0.50, 0.48, 0.49, 0.43, 0.24, 0.58, 0.51, 0.52, 0.55]
}



(2)
{
  "formula": "C26H29MnN13S",
  "method": "ωB97M-V/def2-TZVPD",
  "mol_weight_g_mol": 610.61,
  "charge": 2,
  "homo_energy_ev": [-13.99, -13.58],
  "multiplicity": 2,
  "elements": ["Mn", "N", "C", "S", "N", "N", "C", "C", "C", "C", "C", "C", "N", "H", "H", "H", "H", "H", "H", "H", "N", "C", "N", "C", "N", "C", "C", "N", "C", "C", "N", "H", "H", "H", "H", "H", "C", "N", "C", "N", "C", "N", "C", "N", "C", "C", "H", "H", "H", "H", "H", "H", "H", "H", "H", "H", "H", "H", "C", "C", "C", "C", "C", "C", "C", "H", "H", "H", "H", "H"],
  "coordinates": [[0.204719, 0.232338, -0.077513], [-1.648624, -0.904651, 4.161063], [-1.040531, -0.477588, 3.045838], [-2.171845, 0.490644, 2.061158], [0.207386, -0.768887, 2.889747], [0.862418, -0.407516, 1.741165], [2.131569, -0.589805, 1.826973], [2.966140, -0.338452, 0.660696], [4.343560, -0.465400, 0.702605], [5.069347, -0.223000, -0.455735], [4.387421, 0.134989, -1.605544], [3.004768, 0.238091, -1.561610], [2.298232, 0.004394, -0.457700], [-2.613112, -0.698833, 4.358673], [-1.102223, -1.384071, 4.859939], [2.559954, -0.947180, 2.757540], [4.833367, -0.747839, 1.624573], [6.146981, -0.313500, -0.457461], [4.910051, 0.332110, -2.530535], [2.446347, 0.511789, -2.446744], [-0.288421, 2.127648, -3.833878], [-0.315745, 0.952944, -3.209696], [0.009536, 1.137844, -1.940334], [0.234472, 2.486383, -1.866788], [0.066639, 3.117090, -2.997998], [0.624353, 3.074955, -0.592030], [0.870127, 4.427827, -0.402624], [1.191242, 4.909231, 0.789275], [1.266055, 4.040790, 1.790785], [1.026880, 2.684398, 1.614624], [0.708797, 2.197024, 0.415719], [-0.493788, 2.332441, -4.801374], [-0.572810, 0.026960, -3.695946], [0.797854, 5.119898, -1.232701], [1.521771, 4.428599, 2.768799], [1.081450, 1.992502, 2.443264], [0.782097, -2.285814, -1.731537], [-0.210393, -1.765625, -0.727396], [-1.565685, -1.840490, -1.376920], [-1.893430, -3.156586, -1.857592], [-0.877232, -3.581575, -2.822517], [0.453590, -3.603446, -2.213093], [0.428970, -4.526455, -1.072166], [-0.566630, -4.108163, -0.083273], [-0.241978, -2.784755, 0.386452], [-1.882760, -4.086688, -0.723422], [1.760394, -2.314668, -1.252983], [0.820593, -1.584426, -2.568581], [-1.577871, -1.138977, -2.210268], [-2.303322, -1.524469, -0.636988], [-0.875127, -2.895242, -3.672960], [-1.121914, -4.578137, -3.186869], [1.415746, -4.551070, -0.606847], [0.186049, -5.527258, -1.425945], [0.739320, -2.800914, 0.859691], [-0.988675, -2.461611, 1.113020], [-2.636526, -3.778409, 0.002892], [-2.128171, -5.087104, -1.076629], [-1.489298, 0.731727, 0.515543], [-2.364947, 1.723069, -0.172134], [-3.023680, 1.431562, -1.368122], [-3.786111, 2.400424, -1.999504], [-3.879835, 3.679660, -1.465449], [-3.233296, 3.978360, -0.275854], [-2.496309, 3.002728, 0.378904], [-2.977584, 0.435833, -1.785969], [-4.320026, 2.153045, -2.907772], [-4.469627, 4.434577, -1.967239], [-3.313674, 4.967389, 0.154953], [-2.005529, 3.240823, 1.315628]],
  "forces_ev_per_a": [[0.200, -0.050, -0.078], [0.035, 0.037, 0.005], [-0.025, -0.038, -0.026], [0.073, -0.015, -0.025], [-0.025, 0.017, -0.013], [-0.005, -0.012, 0.052], [-0.016, 0.006, -0.010], [-0.015, -0.009, 0.005], [0.003, 0.001, -0.007], [-0.007, -0.001, -0.002], [0.006, -0.005, 0.007], [-0.007, 0.007, -0.004], [0.005, 0.002, 0.011], [-0.001, 0.003, -0.005], [0.000, -0.013, -0.006], [0.003, 0.001, 0.002], [0.000, -0.001, 0.001], [0.000, 0.001, 0.000], [-0.001, 0.001, 0.000], [-0.003, 0.002, 0.003], [0.042, -0.001, -0.015], [-0.039, 0.018, 0.010], [0.005, -0.005, -0.003], [0.009, -0.001, -0.003], [-0.034, -0.001, 0.014], [0.006, 0.009, 0.000], [-0.002, 0.000, 0.005], [-0.005, -0.001, -0.004], [0.002, 0.001, -0.003], [-0.001, -0.001, 0.013], [0.005, -0.017, -0.029], [0.008, -0.002, -0.002], [-0.003, 0.001, -0.002], [-0.001, 0.003, 0.002], [-0.001, 0.000, 0.001], [0.000, 0.003, 0.000], [0.004, -0.008, -0.002], [0.013, 0.032, 0.009], [-0.007, -0.006, 0.010], [-0.003, -0.003, 0.001], [0.002, 0.000, 0.001], [0.000, -0.001, 0.002], [-0.004, 0.003, 0.000], [0.002, 0.005, 0.002], [-0.007, -0.016, 0.005], [0.002, -0.004, -0.002], [-0.001, -0.005, 0.002], [-0.005, 0.002, -0.002], [-0.001, -0.001, -0.002], [0.006, -0.001, -0.005], [0.001, 0.000, -0.002], [0.000, 0.000, -0.001], [0.001, 0.000, 0.000], [0.000, 0.000, -0.002], [-0.001, -0.002, 0.001], [0.007, 0.004, 0.002], [0.000, 0.001, 0.000], [-0.001, 0.000, -0.001], [-0.234, 0.051, 0.097], [0.045, 0.001, 0.023], [-0.019, 0.014, -0.020], [0.001, -0.015, -0.007], [0.004, 0.009, 0.009], [-0.007, -0.005, -0.004], [-0.013, 0.000, -0.019], [0.006, -0.002, 0.002], [-0.001, 0.002, 0.001], [0.000, 0.002, 0.001], [-0.003, 0.001, -0.001], [0.002, -0.001, 0.004]],
  "mulliken_charge": [0.75, -0.45, 0.81, -0.29, -1.92, 0.93, -0.71, 0.72, -0.89, -0.53, -0.95, -0.14, 0.53, 0.21, 0.25, 0.56, 0.57, 0.46, 0.51, 0.37, 0.17, -0.99, 0.92, -0.42, -0.73, 0.30, -0.43, -0.53, -0.57, -0.46, 0.91, 0.24, 0.50, 0.53, 0.43, 0.39, -1.04, 2.04, -0.84, 0.13, -0.65, 0.17, -0.65, 0.16, -1.06, -0.68, 0.26, 0.12, -0.13, 0.28, 0.33, 0.36, 0.34, 0.33, 0.13, 0.22, 0.32, 0.34, 1.05, -0.35, 0.15, -0.98, -0.58, -0.99, -0.31, 0.55, 0.50, 0.46, 0.47, 0.51]
}